This record from the Open Molecules 2025 dataset describes a cluster of 14 separate species, C56H91BN13O8 in total at a distorted geometry. The level of theory is ωB97M-V/def2-TZVPD.

Output
Highest occupied orbital energy ... -8.83 eV
LUMO level ... 1.5 eV
E_tot ... -3527.31159 a.u.
Energy above the lowest of the compared OMol25 structures with the same formula, charge and spin ... 0.815 eV
Total charge ... -1
Kohn-Sham gap ... 10.35 eV

Last columns: bonded neighbours and bond lengths (Å).
Positions of all 169 atoms, in Å:
1 O -0.47256 -2.60259 -2.77123  C2 1.196
2 C -0.11181 -1.63625 -2.16513  O1 1.196, O3 1.323, C6 1.535
3 O -0.85047 -0.97826 -1.28662  C2 1.323, B4 1.484
4 B 0.01932 0.04605 -0.65750  O3 1.484, O5 1.467, O8 1.466, O12 1.485
5 O 1.25036 0.04431 -1.45480  B4 1.467, C6 1.321
6 C 1.22390 -0.90782 -2.37033  C2 1.535, O5 1.321, O7 1.186
7 O 1.99438 -1.14709 -3.24007  C6 1.186
8 O 0.28428 -0.25788 0.75165  B4 1.466, C9 1.340
9 C -0.11651 0.76179 1.52329  O8 1.340, O10 1.190, C11 1.535
10 O -0.14588 0.87687 2.70722  C9 1.190
11 C -0.84445 1.72447 0.57436  C9 1.535, O12 1.299, O13 1.213
12 O -0.68144 1.35512 -0.66076  B4 1.485, C11 1.299
13 O -1.54164 2.65053 0.93020  C11 1.213
14 C 5.62666 0.82767 3.14346  C15 1.552, H19 1.090, H20 1.091, H21 1.092
15 C 4.47402 1.21809 2.18103  C14 1.552, C16 1.526, H22 1.087, H23 1.087
16 C 3.46079 0.11961 1.87331  C15 1.526, C17 1.460, H24 1.090, H25 1.094
17 C 4.09908 -1.15790 1.56807  C16 1.460, N18 1.149
18 N 4.59891 -2.15808 1.30241  C17 1.149
19 H 6.06653 1.69624 3.63249  C14 1.090
20 H 6.42212 0.38642 2.54092  C14 1.091
21 H 5.34351 0.12208 3.92682  C14 1.092
22 H 4.97361 1.48728 1.25369  C15 1.087
23 H 3.97052 2.04870 2.66895  C15 1.087
24 H 2.84034 0.37659 1.01536  C16 1.090
25 H 2.84988 -0.02270 2.76907  C16 1.094
26 C 2.94429 -2.15037 5.83989  C27 1.507, H31 1.092, H32 1.095, H33 1.092
27 C 2.07801 -1.23492 6.66677  C26 1.507, C28 1.526, H34 1.097, H35 1.095
28 C 0.94409 -0.61299 5.85616  C27 1.526, C29 1.463, H36 1.094, H37 1.092
29 C -0.01808 -1.58435 5.33681  C28 1.463, N30 1.145
30 N -0.74642 -2.36513 4.92271  C29 1.145
31 H 3.71765 -2.66300 6.41626  C26 1.092
32 H 3.49948 -1.61521 5.06263  C26 1.095
33 H 2.38826 -2.94298 5.33383  C26 1.092
34 H 2.68481 -0.43295 7.10467  C27 1.097
35 H 1.78949 -1.72203 7.60375  C27 1.095
36 H 1.35336 -0.09874 4.98100  C28 1.094
37 H 0.48301 0.17647 6.45268  C28 1.092
38 C -0.07545 -4.90770 0.26388  C39 1.536, H43 1.093, H44 1.087, H45 1.094
39 C 0.38346 -3.53098 0.76752  C38 1.536, C40 1.526, H46 1.093, H47 1.090
40 C 0.45649 -3.45938 2.28975  C39 1.526, C41 1.487, H48 1.090, H49 1.087
41 C 1.59448 -4.25098 2.82867  C40 1.487, N42 1.148
42 N 2.46292 -4.87590 3.24380  C41 1.148
43 H -1.14628 -5.05099 0.42975  C38 1.093
44 H 0.48165 -5.75528 0.65374  C38 1.087
45 H -0.03817 -4.85167 -0.82760  C38 1.094
46 H -0.39256 -2.81749 0.47961  C39 1.093
47 H 1.28053 -3.19389 0.24905  C39 1.090
48 H -0.41788 -3.93129 2.73686  C40 1.090
49 H 0.57010 -2.46576 2.71652  C40 1.087
50 C -3.02462 3.01575 6.09225  C51 1.517, H55 1.093, H56 1.094, H57 1.093
51 C -3.09426 2.28944 4.76275  C50 1.517, C52 1.531, H58 1.094, H59 1.090
52 C -2.68922 0.82077 4.91612  C51 1.531, C53 1.465, H60 1.091, H61 1.094
53 C -3.64719 0.01191 5.67363  C52 1.465, N54 1.149
54 N -4.39594 -0.61914 6.27441  C53 1.149
55 H -1.99575 3.11379 6.44746  C50 1.093
56 H -3.58462 2.51412 6.88636  C50 1.094
57 H -3.42862 4.03084 6.08644  C50 1.093
58 H -2.37015 2.71450 4.06151  C51 1.094
59 H -4.05661 2.39217 4.26215  C51 1.090
60 H -1.69779 0.75316 5.36762  C52 1.091
61 H -2.56152 0.29273 3.96707  C52 1.094
62 C 1.94870 4.13532 4.87003  C63 1.533, H67 1.093, H68 1.089, H69 1.091
63 C 0.60844 3.92819 4.15582  C62 1.533, C64 1.525, H70 1.090, H71 1.094
64 C 0.59976 4.57871 2.77633  C63 1.525, C65 1.475, H72 1.090, H73 1.096
65 C 1.76539 4.27082 1.92689  C64 1.475, N66 1.149
66 N 2.66729 4.01298 1.26293  C65 1.149
67 H 2.17553 5.20008 4.96283  C62 1.093
68 H 2.76294 3.67007 4.31555  C62 1.089
69 H 1.92098 3.74317 5.88804  C62 1.091
70 H -0.25419 4.23751 4.74651  C63 1.090
71 H 0.44308 2.85235 4.04926  C63 1.094
72 H 0.45443 5.65856 2.76438  C64 1.090
73 H -0.27272 4.18517 2.24196  C64 1.096
74 C -5.60605 -4.29599 -2.08620  C75 1.529, H79 1.095, H80 1.089, H81 1.092
75 C -5.21077 -2.96609 -2.72866  C74 1.529, C76 1.534, H82 1.090, H83 1.095
76 C -3.72574 -2.82918 -3.08920  C75 1.534, C77 1.455, H84 1.092, H85 1.091
77 C -3.21817 -3.86558 -3.97498  C76 1.455, N78 1.146
78 N -2.82310 -4.70039 -4.65325  C77 1.146
79 H -5.60563 -5.11309 -2.81475  C74 1.095
80 H -6.61165 -4.30874 -1.66895  C74 1.089
81 H -4.88809 -4.63618 -1.33693  C74 1.092
82 H -5.58118 -2.12557 -2.14124  C75 1.090
83 H -5.78228 -2.87733 -3.65869  C75 1.095
84 H -3.15179 -2.80989 -2.15984  C76 1.092
85 H -3.58016 -1.83763 -3.52123  C76 1.091
86 C -4.12608 1.08830 -0.74586  C87 1.527, H91 1.088, H92 1.093, H93 1.091
87 C -4.62594 2.44786 -0.26128  C86 1.527, C88 1.532, H94 1.092, H95 1.091
88 C -3.92812 3.61927 -0.96070  C87 1.532, C89 1.464, H96 1.094, H97 1.095
89 C -4.19201 3.71451 -2.39757  C88 1.464, N90 1.148
90 N -4.40089 3.74740 -3.52565  C89 1.148
91 H -4.20093 0.87202 -1.80910  C86 1.088
92 H -4.71309 0.34747 -0.19780  C86 1.093
93 H -3.09368 0.93970 -0.42620  C86 1.091
94 H -4.41037 2.50160 0.80835  C87 1.092
95 H -5.70192 2.61679 -0.32498  C87 1.091
96 H -2.84401 3.62842 -0.81603  C88 1.094
97 H -4.25355 4.57274 -0.53196  C88 1.095
98 C -4.59280 5.04390 2.91543  C99 1.513, H103 1.090, H104 1.092, H105 1.092
99 C -3.81422 5.71170 1.80319  C98 1.513, C100 1.531, H106 1.092, H107 1.095
100 C -3.17856 7.04112 2.21759  C99 1.531, C101 1.464, H108 1.091, H109 1.094
101 C -2.20466 6.91524 3.30364  C100 1.464, N102 1.148
102 N -1.46831 6.81989 4.17922  C101 1.148
103 H -5.01170 4.08543 2.60767  C98 1.090
104 H -5.42203 5.64739 3.29147  C98 1.092
105 H -3.93080 4.85068 3.76257  C98 1.092
106 H -4.41972 5.83031 0.90242  C99 1.092
107 H -3.01554 5.04452 1.46235  C99 1.095
108 H -3.90502 7.78445 2.55015  C100 1.091
109 H -2.57855 7.46547 1.40697  C100 1.094
110 C 2.92018 2.77669 -2.49765  C111 1.526, H115 1.090, H116 1.097, H117 1.088
111 C 4.17901 1.97374 -2.18108  C110 1.526, C112 1.526, H118 1.092, H119 1.093
112 C 5.40361 2.40690 -2.98241  C111 1.526, C113 1.464, H120 1.095, H121 1.088
113 C 5.66320 3.84759 -2.97257  C112 1.464, N114 1.145
114 N 5.90523 4.96652 -2.94394  C113 1.145
115 H 2.03253 2.44819 -1.95690  C110 1.090
116 H 2.62010 2.58174 -3.53470  C110 1.097
117 H 3.06711 3.84518 -2.35247  C110 1.088
118 H 3.97089 0.91830 -2.36858  C111 1.092
119 H 4.40942 2.03356 -1.11381  C111 1.093
120 H 5.15897 2.09956 -4.00418  C112 1.095
121 H 6.34904 1.93154 -2.72774  C112 1.088
122 C -0.33594 0.20087 -5.40807  C123 1.524, H127 1.094, H128 1.091, H129 1.090
123 C -0.93435 1.27591 -4.50833  C122 1.524, C124 1.533, H130 1.093, H131 1.092
124 C -2.27605 0.93209 -3.85237  C123 1.533, C125 1.467, H132 1.088, H133 1.095
125 C -3.31669 0.59777 -4.83097  C124 1.467, N126 1.148
126 N -4.15608 0.32635 -5.56500  C125 1.148
127 H -0.31951 -0.79430 -4.95316  C122 1.094
128 H 0.70931 0.47763 -5.55654  C122 1.091
129 H -0.75425 0.05200 -6.40320  C122 1.090
130 H -1.07715 2.18692 -5.09419  C123 1.093
131 H -0.24111 1.51757 -3.70041  C123 1.092
132 H -2.62900 1.72533 -3.19709  C124 1.088
133 H -2.11584 0.05684 -3.21448  C124 1.095
134 C 2.84489 -4.90229 -7.52575  C135 1.509, H139 1.094, H140 1.094, H141 1.091
135 C 1.75393 -4.83336 -6.48529  C134 1.509, C136 1.535, H142 1.091, H143 1.093
136 C 1.76654 -3.57621 -5.60396  C135 1.535, C137 1.483, H144 1.093, H145 1.090
137 C 2.07795 -2.33704 -6.35651  C136 1.483, N138 1.149
138 N 2.34897 -1.37813 -6.92914  C137 1.149
139 H 2.81113 -4.05605 -8.21784  C134 1.094
140 H 2.74123 -5.74703 -8.21254  C134 1.094
141 H 3.85985 -4.94989 -7.12878  C134 1.091
142 H 1.72485 -5.69467 -5.81618  C135 1.091
143 H 0.78214 -4.85103 -6.98575  C135 1.093
144 H 2.52931 -3.61075 -4.82207  C136 1.093
145 H 0.82463 -3.47438 -5.06465  C136 1.090
146 C 6.21615 -2.95473 -6.61842  C147 1.532, H151 1.090, H152 1.088, H153 1.094
147 C 5.54560 -3.21151 -5.26479  C146 1.532, C148 1.536, H154 1.093, H155 1.089
148 C 5.15382 -1.91986 -4.53248  C147 1.536, C149 1.467, H156 1.089, H157 1.093
149 C 6.22632 -0.94187 -4.31775  C148 1.467, N150 1.146
150 N 7.02623 -0.14327 -4.13027  C149 1.146
151 H 6.23952 -3.86402 -7.21904  C146 1.090
152 H 7.20227 -2.53060 -6.44270  C146 1.088
153 H 5.56918 -2.28432 -7.19197  C146 1.094
154 H 6.22748 -3.82296 -4.66807  C147 1.093
155 H 4.66872 -3.82972 -5.44972  C147 1.089
156 H 4.68374 -2.16029 -3.58047  C148 1.089
157 H 4.43216 -1.41296 -5.17890  C148 1.093
158 C -3.29484 -1.71905 1.47094  C159 1.519, H163 1.088, H164 1.093, H165 1.091
159 C -3.12803 -2.03090 2.94863  C158 1.519, C160 1.537, H166 1.093, H167 1.096
160 C -2.83980 -3.50460 3.27617  C159 1.537, C161 1.456, H168 1.090, H169 1.091
161 C -3.92042 -4.37322 2.83101  C160 1.456, N162 1.149
162 N -4.77266 -5.07278 2.50659  C161 1.149
163 H -3.45277 -0.65074 1.33464  C158 1.088
164 H -4.19873 -2.20399 1.09302  C158 1.093
165 H -2.41273 -2.02328 0.90621  C158 1.091
166 H -3.96024 -1.69919 3.57541  C159 1.093
167 H -2.29679 -1.43660 3.34511  C159 1.096
168 H -2.73532 -3.69358 4.34428  C160 1.090
169 H -1.94379 -3.79889 2.72804  C160 1.091